[1]
25
Properties=species:S:1:pos:R:3:forces:R:3:mulliken_spin:R:1 method="wB97M-V/def2-TZVPD" homo_ev="-12.26 / -12.26" e_above_lowest_kcal_mol=46.7 spin_multiplicity=2 charge=+1
C 1.240 -1.975 2.493 -1.6954 -2.1143 1.5595 0.000
C 2.243 -0.906 2.606 1.7791 1.9989 -1.1288 0.000
O 2.626 -0.265 3.561 -0.7922 -0.9142 0.2935 0.000
N 2.842 -0.638 1.367 -2.1256 -1.3223 -1.5361 0.000
H 3.421 0.159 1.260 0.4288 0.6850 0.3099 0.000
H 2.249 -0.853 0.525 1.2162 0.1753 1.3215 0.000
H 0.250 -1.765 2.085 0.0948 0.8269 0.1876 0.001
H 1.067 -2.581 3.397 -0.0406 1.1468 0.4136 0.000
H 1.523 -2.816 1.920 1.1296 -0.4915 -1.4470 0.000
C -2.687 -1.010 -0.472 -1.3267 1.6249 0.5595 0.022
C 0.130 1.913 -1.830 -0.6180 0.7154 1.3128 0.251
C 0.227 0.567 -2.273 0.7111 0.9653 -0.0277 0.069
C -0.708 2.247 -0.727 -1.5427 -1.4401 0.6292 0.130
C -0.636 -0.374 -1.748 1.0154 1.8577 -1.4221 0.065
C -1.582 1.286 -0.199 1.6056 1.7685 -1.1679 0.030
C -1.635 0.016 -0.789 -0.0180 -1.9657 0.2563 0.239
O 0.827 2.892 -2.380 -1.4175 0.8256 -1.0322 0.136
H 0.234 3.721 -2.461 1.6049 -1.4286 0.5354 0.001
H 1.005 0.546 -3.059 -0.7322 -1.1865 0.2938 0.002
H -0.681 3.244 -0.312 0.0474 0.1112 0.0243 -0.003
H -0.593 -1.286 -2.306 -0.4826 -0.9105 0.4892 -0.002
H -2.196 1.584 0.618 -0.5365 -0.1469 0.4451 0.003
H -2.379 -2.029 -0.543 0.3549 -0.5665 -0.2843 0.005
H -3.502 -0.806 -1.193 0.3054 -0.3702 -0.2964 0.045
H -3.286 -0.871 0.460 1.0348 0.1557 -0.2889 0.007

=====

[2]
67
Properties=species:S:1:pos:R:3:forces:R:3:nbo_charge:R:1 method="wB97M-V/def2-TZVPD" homo_ev=-11.22 e_above_lowest_kcal_mol=37.5 spin_multiplicity=1 charge=+1
Mo 0.321 -0.523 0.301 0.2049 -0.3404 0.4810 1.114
F -4.539 -3.068 -1.017 0.0003 -0.0011 -0.0207 -0.306
C -3.629 -2.736 -0.096 0.0051 0.0026 -0.0143 0.438
C -2.482 -2.067 -0.487 -0.0361 -0.0102 0.0868 -0.283
C -1.542 -1.703 0.465 0.2834 0.1798 -0.0562 -0.284
C -1.732 -2.054 1.823 -0.1763 -0.0823 0.0184 -0.223
C -2.920 -2.716 2.152 -0.0154 0.0288 -0.0225 0.457
F -3.207 -3.037 3.427 0.0310 0.0022 0.0069 -0.318
C -3.878 -3.060 1.221 0.0594 0.0072 -0.0046 -0.358
C -0.693 -1.711 2.824 -0.0167 -0.1515 0.0615 0.247
C -0.660 -2.170 4.142 0.0023 0.0930 -0.0855 -0.225
C 0.374 -1.799 4.980 -0.0181 -0.0136 -0.0171 -0.116
C 1.388 -0.978 4.508 0.0163 0.0263 -0.0265 -0.248
C 1.329 -0.569 3.196 0.0442 0.0078 0.0689 0.082
N 0.322 -0.926 2.388 -0.1048 0.0514 -0.3857 -0.442
H -2.375 -1.814 -1.535 0.0016 -0.0002 -0.0032 0.210
H -4.782 -3.569 1.520 -0.0049 0.0014 0.0048 0.260
H -1.441 -2.816 4.500 -0.0044 -0.0117 0.0387 0.257
H 0.390 -2.157 6.000 -0.0024 -0.0011 0.0071 0.238
H 2.211 -0.666 5.134 0.0029 -0.0033 0.0018 0.244
H 2.091 0.053 2.751 0.0024 0.0057 0.0195 0.227
C 0.606 -1.495 -2.598 -0.0188 0.1520 0.1003 -0.345
N 1.500 -2.576 -2.238 -0.0058 -0.0872 0.0286 -0.406
C 2.286 -3.114 -3.341 -0.0107 -0.0061 0.0051 -0.404
C 1.585 -3.105 -1.016 0.0849 -0.0193 -0.1117 0.575
O 1.017 -2.689 -0.006 -0.1109 0.0758 0.0683 -0.629
H 1.154 -0.659 -3.032 0.0064 -0.0199 -0.0044 0.238
H 0.025 -1.112 -1.743 -0.1123 -0.1699 -0.1056 0.164
H -0.152 -1.846 -3.300 0.0416 0.0013 -0.0354 0.236
H 2.952 -2.343 -3.731 -0.0029 -0.0041 -0.0077 0.216
H 1.630 -3.461 -4.139 0.0091 0.0081 -0.0009 0.215
H 2.884 -3.949 -2.986 0.0047 -0.0007 -0.0080 0.226
H 2.234 -3.985 -0.957 -0.0147 0.0260 -0.0041 0.164
Cl 4.263 -1.726 0.693 -0.0224 0.0254 -0.0047 0.032
C 4.272 -0.553 -0.581 0.1247 -0.0159 -0.0790 -0.050
C 5.434 -0.339 -1.299 -0.0560 0.0508 -0.0169 -0.214
C 5.435 0.596 -2.326 -0.0032 -0.0396 0.0366 -0.178
C 4.289 1.315 -2.626 -0.0708 -0.0214 0.0366 -0.223
C 3.132 1.100 -1.894 0.1797 0.1026 -0.1183 -0.054
Cl 1.715 2.023 -2.270 -0.0113 -0.0278 0.0378 0.039
C 3.099 0.160 -0.859 -0.0622 -0.4019 0.2133 0.089
N 1.950 -0.052 -0.123 -0.2339 0.5586 -0.2523 -0.450
H 6.323 -0.900 -1.049 0.0124 0.0031 -0.0137 0.243
H 6.339 0.770 -2.892 0.0093 0.0038 0.0027 0.237
H 4.282 2.052 -3.416 0.0122 -0.0023 -0.0087 0.244
C -1.563 2.388 2.220 -0.0640 0.0672 0.0720 -0.601
C -1.769 1.926 0.768 0.0372 0.1045 -0.1145 -0.140
C -3.059 1.108 0.690 0.0183 -0.0450 0.0474 -0.603
C -0.478 1.216 0.436 -0.0324 -0.0636 0.0981 -0.171
C -1.868 3.093 -0.218 0.0038 -0.0188 0.0073 -0.029
C -1.903 4.425 0.174 0.0069 0.0073 0.0359 -0.216
C -1.977 5.439 -0.774 -0.0058 0.0074 -0.0148 -0.191
C -2.010 5.136 -2.125 0.0049 0.0086 0.0004 -0.207
C -1.972 3.808 -2.528 -0.0071 0.0259 -0.0191 -0.221
C -1.905 2.800 -1.581 0.0056 -0.0217 -0.0178 -0.169
H -1.475 1.520 2.876 0.0103 -0.0075 -0.0067 0.215
H -2.429 2.965 2.547 0.0027 -0.0156 0.0046 0.232
H -0.674 3.009 2.343 0.0158 -0.0116 -0.0303 0.219
H -3.080 0.315 1.437 0.0185 -0.0154 0.0024 0.212
H -3.195 0.656 -0.290 -0.0056 0.0130 -0.0243 0.215
H -3.903 1.775 0.873 -0.0101 -0.0104 0.0121 0.227
H 0.287 1.977 0.260 -0.0126 0.0085 0.0368 0.223
H -1.873 4.692 1.221 -0.0057 -0.0033 -0.0082 0.217
H -2.009 6.471 -0.449 0.0037 0.0054 -0.0004 0.222
H -2.066 5.928 -2.860 -0.0029 0.0026 -0.0013 0.223
H -2.002 3.560 -3.582 0.0010 -0.0078 -0.0018 0.217
H -1.881 1.765 -1.907 -0.0061 -0.0119 0.0056 0.194

=====

[3]
9
Properties=species:S:1:pos:R:3:forces:R:3:mulliken_spin:R:1 method="wB97M-V/def2-TZVPD" homo_ev="-15.57 / -19.22" e_above_lowest_kcal_mol=46.9 spin_multiplicity=6 charge=+2
H 0.544 1.313 -0.183 1.4010 -1.1977 0.3163 -0.006
O -1.564 0.262 1.076 0.5198 -0.3576 1.9640 0.008
C -0.948 0.568 0.023 0.7203 -3.6406 -1.3047 0.097
C 0.479 0.062 -0.091 -3.0154 3.4429 -0.6578 0.074
C 0.825 -0.452 -1.471 1.6408 -0.4082 -1.9081 0.533
O 0.907 -0.635 0.952 -1.7046 -0.9027 3.2411 0.003
O 1.832 -0.807 -1.947 -1.3038 0.4333 0.9952 0.217
Ho -0.557 -1.136 2.526 1.3661 1.7444 -3.0679 4.067
H -1.518 0.826 -0.884 0.3758 0.8862 0.4220 0.007

=====

[4]
14
Properties=species:S:1:pos:R:3:forces:R:3:mulliken_spin:R:1 method="wB97M-V/def2-TZVPD" homo_ev="-10.76 / -13.15" spin_multiplicity=3 charge=+1
C -2.134 -0.395 1.015 -3.9254 -0.4435 1.3123 0.486
C -0.160 0.831 0.853 3.0296 1.9622 -1.2738 0.110
C -2.673 -1.758 -0.892 0.6892 0.5842 0.1319 0.083
N -2.017 -1.059 -0.116 0.1913 -0.6448 -1.0062 -0.012
N 0.803 1.246 0.265 -2.6256 -1.7030 1.6440 -0.002
N 3.364 0.800 -1.123 -0.4112 0.1222 0.5981 0.085
N -1.243 0.474 1.506 1.0101 -0.0464 -1.0919 -0.037
O -3.131 -2.374 -1.751 -0.0462 0.0728 0.5070 0.074
O 2.379 -1.294 -0.472 -0.4046 0.0036 0.5468 0.172
S 3.995 2.296 -1.300 0.4712 0.6794 0.6719 0.830
S 2.766 -0.063 0.172 0.5739 0.3431 -0.6294 0.205
H -3.108 -0.250 1.585 1.1064 -0.8566 -1.0578 0.013
H 2.867 0.509 -1.930 -0.3809 -0.9212 -1.1456 -0.004
H -1.708 1.037 2.188 0.7220 0.8481 0.7925 -0.003

=====

[5]
13
Properties=species:S:1:pos:R:3:forces:R:3:nbo_charge:R:1 method="wB97M-V/def2-TZVPD" homo_ev=-8.46 e_above_lowest_kcal_mol=97.1 spin_multiplicity=1
N -1.091 -0.930 0.823 1.6643 1.7183 -1.1952 -0.580
N 0.258 0.674 -0.044 -0.3829 -1.3833 0.9279 -0.482
C 0.195 -0.604 0.631 1.1451 1.6809 -1.2577 0.514
N -2.094 0.233 -0.357 -2.0905 -2.6811 1.3384 -0.597
N 1.306 1.038 -0.866 0.4726 0.6468 -0.0830 -0.649
N 1.242 -1.318 0.867 -0.6484 0.0123 0.0976 -0.776
H -1.206 -1.698 1.481 -1.2942 0.1569 -0.2413 0.413
H -0.351 1.391 0.330 0.4592 0.0146 -0.3329 0.394
H -1.816 0.802 -1.160 1.8342 -0.2174 0.4444 0.360
H -2.271 -0.678 -0.785 -0.7615 0.3623 -0.0296 0.358
H 1.744 0.217 -1.276 -0.2756 0.1393 0.1315 0.370
H 2.007 1.615 -0.404 0.0293 -0.3478 0.0996 0.344
H 2.079 -0.742 0.761 -0.1517 -0.1017 0.1003 0.330

=====

[6]
60
Properties=species:S:1:pos:R:3:forces:R:3:nbo_charge:R:1 method="wB97M-V/def2-TZVPD" homo_ev=-2.13 e_above_lowest_kcal_mol=65.6 spin_multiplicity=1 charge=-1
C -3.672 -1.501 -4.167 -0.3043 0.1901 -0.0410 -0.623
C -2.263 -2.021 -4.107 0.6934 0.6405 0.3541 -0.082
O -1.400 -0.915 -3.676 -1.1248 -0.6708 -0.6856 -0.544
C -0.415 -1.248 -2.824 1.8556 0.5075 2.0135 0.790
C 0.332 -0.062 -2.210 1.9582 -1.4495 -8.5864 -0.506
C -0.206 1.266 -2.654 -0.0004 0.7248 -0.1126 -0.611
C 1.779 -0.126 -2.697 -1.7937 0.9071 0.6721 0.787
O 2.502 0.857 -2.760 -0.1031 -0.4048 -0.0553 -0.666
O 2.180 -1.347 -3.086 1.2803 -0.0125 -0.2964 -0.515
C 3.550 -1.345 -3.550 -0.3890 -0.0814 0.2591 -0.070
C 3.830 -2.734 -4.047 0.1393 -0.3440 -0.1427 -0.619
O -0.194 -2.389 -2.455 -0.5500 0.1765 -0.4712 -0.645
H -4.336 -2.292 -4.517 -0.0507 -0.0062 -0.0384 0.203
H -4.018 -1.191 -3.174 0.1023 -0.0278 -0.1920 0.211
H -3.757 -0.650 -4.851 0.0112 -0.0972 0.1197 0.208
H -2.169 -2.838 -3.387 0.1152 0.0915 -0.1856 0.216
H -1.894 -2.339 -5.086 -0.0919 -0.0942 0.1223 0.175
H 0.404 2.063 -2.215 -0.1881 -0.0320 -0.0943 0.230
H -0.111 1.327 -3.751 -0.1643 0.2806 0.3443 0.206
H -1.254 1.413 -2.383 0.1436 0.0878 -0.0854 0.205
H 3.666 -0.610 -4.357 -0.0111 -0.0502 0.2915 0.179
H 4.208 -1.074 -2.714 -0.1391 0.0523 -0.2494 0.192
H 4.865 -2.793 -4.388 0.0542 -0.0489 -0.0067 0.194
H 3.682 -3.476 -3.259 -0.0327 0.0886 -0.0851 0.216
H 3.185 -2.984 -4.895 -0.0012 -0.0046 0.1299 0.202
C -5.978 1.892 2.117 0.4004 -0.3431 -0.8438 -0.252
O -5.526 1.370 0.849 -0.6702 0.3133 0.7002 -0.508
C -4.210 1.069 0.693 1.3873 -0.0916 0.1066 0.295
C -3.842 0.447 -0.522 -0.5353 0.3370 0.8801 -0.274
C -2.524 0.125 -0.762 0.5927 0.0698 0.1805 -0.188
C -1.497 0.454 0.152 -0.9429 1.3129 0.2650 -0.046
C -0.086 0.210 -0.088 0.0935 -3.5396 4.6195 0.069
N 0.732 0.512 0.839 1.6229 2.1286 1.7864 -0.806
S 2.302 -0.119 1.087 -2.4875 0.4875 -1.5567 2.272
C 2.537 0.278 2.819 0.0211 -0.0714 0.3334 -0.335
C 2.969 1.557 3.179 -0.0787 -0.1301 0.1320 -0.101
C 3.197 1.854 4.521 -0.0244 -0.1746 -0.1465 -0.248
C 3.021 0.884 5.513 -0.1355 -0.1079 -0.3831 -0.017
C 3.317 1.218 6.948 0.0105 0.0374 0.1763 -0.627
C 2.576 -0.389 5.138 0.1215 0.2441 0.0373 -0.219
C 2.340 -0.701 3.800 0.0006 0.3270 -0.2533 -0.178
O 2.265 -1.552 0.957 0.5926 -0.1949 0.2926 -0.952
O 3.222 0.677 0.319 0.4283 -0.1840 0.4669 -0.939
C -1.883 1.042 1.382 -0.0847 -0.1941 -0.4921 -0.174
C -3.208 1.350 1.660 -0.9096 -0.2704 -0.6076 -0.328
H -7.044 2.059 1.965 0.1079 0.0381 0.1572 0.191
H -5.820 1.160 2.922 0.0175 0.1585 -0.1543 0.178
H -5.475 2.837 2.363 -0.1152 -0.1929 -0.0490 0.177
H -4.616 0.234 -1.258 0.1251 -0.0036 0.2070 0.209
H -2.282 -0.394 -1.683 -0.0562 0.2670 0.1640 0.222
H 0.346 -0.376 -1.048 -0.8784 -0.3075 1.9214 0.290
H 3.126 2.311 2.412 -0.0515 -0.1915 0.0656 0.233
H 3.525 2.854 4.808 -0.0449 -0.2211 -0.1069 0.203
H 3.113 0.360 7.594 0.0382 0.1158 -0.0069 0.210
H 4.368 1.504 7.077 -0.1592 -0.0775 -0.0169 0.215
H 2.709 2.062 7.294 0.0641 -0.1364 -0.0469 0.215
H 2.419 -1.143 5.913 0.0547 0.1407 -0.2394 0.203
H 2.006 -1.695 3.514 0.0680 0.1927 -0.0519 0.244
H -1.112 1.245 2.123 -0.1208 0.0121 -0.2574 0.230
H -3.481 1.813 2.610 0.1387 -0.1736 -0.2575 0.204

=====

[7]
14
Properties=species:S:1:pos:R:3:forces:R:3:mulliken_spin:R:1 method="wB97M-V/def2-TZVPD" homo_ev="-7.23 / -10.15" e_above_lowest_kcal_mol=49.5 spin_multiplicity=3
C -0.227 1.391 0.552 3.0773 3.0514 -1.5348 -0.009
C 0.927 -0.758 1.092 2.0228 -0.5343 -2.2373 0.011
C 0.437 0.184 -0.087 -0.4039 -1.2575 0.4389 0.060
Si -0.712 -0.498 -1.499 -0.4881 -0.6047 0.0967 0.797
Cl 1.751 0.622 -1.273 0.5235 0.3381 0.5357 0.051
Br -0.217 -2.556 -2.269 0.1745 0.1614 0.3615 0.059
H 0.479 2.177 1.044 -0.5519 -1.8287 -0.4951 -0.001
H -0.652 2.055 -0.191 -0.6198 -0.1401 -0.3368 -0.014
H -0.920 1.129 1.262 -1.8113 -0.8307 1.5503 -0.001
H 2.054 -0.849 1.016 -1.1908 0.5112 0.3716 -0.002
H 0.624 -0.303 1.989 -0.0845 0.5669 1.2964 0.003
H 0.649 -1.817 1.146 -0.6214 0.2871 -0.6524 -0.007
H -3.409 -0.991 0.028 -0.3029 -0.0762 0.1878 0.986
H -0.784 0.215 -2.810 0.2764 0.3560 0.4175 0.068

=====

Respective total energy values: -15120.0489 -70411.2019 -35060.2687 -34873.0453 -8595.2681 -50960.1096 -93679.4253 eV.